Entry 1:
This record from OMol25 describes a cluster of 10 separate species, C51H111F9N6O7 in total. The level of theory is ωB97M-V/def2-TZVPD.

Last column: Mulliken charge in e.
Element x y z (Å)
F: -2.72904 3.14889 0.72617  -0.1761
F: -3.15957 -4.02118 4.20397  -0.2620
F: -1.92219 3.11573 -2.04879  -0.1967
F: -1.83278 -5.74269 4.39713  -0.2681
F: -3.53645 1.69050 -1.57426  -0.2076
F: -1.44632 -4.20208 2.86933  -0.1900
F: -3.24670 1.50373 1.99399  -0.2981
F: -1.46490 2.78226 2.35839  -0.1462
F: -2.12323 1.31360 -3.33259  -0.2425
O: 4.05439 1.13400 -3.41824  -0.6282
O: 0.28406 -4.16021 5.26712  -0.5706
O: -4.13833 2.40730 -4.57885  -0.1582
O: -1.57028 0.10908 0.42395  -0.4667
O: -0.14034 1.86008 0.32897  0.2752
O: -4.23174 4.07480 -3.08469  -0.5792
O: -1.43292 -2.91403 5.92839  -0.2017
N: -2.80894 6.53042 2.35025  0.4768
N: -3.64140 -7.71158 -0.04555  0.2169
N: 2.71183 5.04641 -0.53719  0.2875
N: -0.50620 -2.29453 -4.13712  1.1079
N: 2.66860 0.73251 3.60321  0.2607
N: 4.59901 -2.93366 -1.05597  0.5145
C: -4.27723 7.55301 0.69924  -1.2656
C: -1.78067 6.26765 1.30312  0.0071
C: -0.39301 -1.14894 -5.10835  0.2368
C: -5.16174 2.88049 -5.47509  -0.2738
C: -0.74765 -2.44199 7.10140  -0.0545
C: -1.21380 1.32025 0.68881  0.3049
C: -2.21875 2.14451 1.47288  0.5157
C: 4.15271 4.75660 -0.47112  0.0948
C: -0.80012 -0.63013 -0.46547  2.2600
C: -2.60212 -8.71528 0.24829  -0.4798
C: -3.00706 -6.56051 -0.76899  -0.8105
C: -4.73186 -8.14828 -0.90161  -0.5180
C: 2.37370 2.71419 4.95219  -1.7391
C: 5.26528 -2.97307 0.29337  -0.6629
C: 0.51824 -0.48606 3.52590  -1.4700
C: -4.88635 4.17485 -6.18837  -1.1209
C: 3.32660 0.65029 -1.11261  0.4875
C: -0.59848 -1.57169 -6.58985  -1.6802
C: 6.46915 -1.98606 0.44310  -1.2747
C: 5.44264 -3.28400 -2.17409  -0.5485
C: 1.95433 5.05765 1.80591  -1.7325
C: 1.93128 -0.28285 2.91872  0.7625
C: 1.72195 0.99111 -3.16508  0.3661
C: 1.88898 -2.87255 -4.64333  -0.9816
C: 4.99344 5.68672 -1.30980  -1.4343
C: -1.87165 -4.41176 4.10925  0.9199
C: -3.81053 -5.21807 -0.41783  -0.4748
C: 3.15067 0.98274 -2.67041  0.0954
C: 2.09518 4.75468 -1.87887  -0.3936
C: -2.91506 -1.84368 -3.38294  -1.1724
C: -1.79787 -2.85109 -3.82697  -1.1077
C: -1.82866 -8.41872 1.52424  -1.1850
C: 0.45155 -3.36395 -4.40594  -0.9602
C: 2.19012 -2.74951 -0.44115  0.9711
C: 2.00807 2.05029 3.69562  0.7611
C: 5.93431 -4.66581 -1.98400  -1.1335
C: 3.32031 -3.70332 -0.93789  -1.5910
C: -3.28856 6.35642 4.72079  -1.5217
C: -2.22866 6.56968 3.73891  -0.1694
C: -1.63944 -1.66167 8.04434  -1.3054
C: -0.85920 -3.79353 5.12811  0.3651
C: -0.58933 7.33626 1.16923  -1.3494
C: 4.02302 0.90682 3.11494  0.1789
C: -3.75246 7.66769 2.07442  -0.3045
C: 0.69898 5.44022 -2.09478  -1.1734
C: -3.80402 3.01748 -3.47417  -0.3296
C: -1.28001 -2.09824 -0.46443  -1.3914
C: -5.65779 -9.20983 -0.23463  -1.2916
C: -2.82621 2.20188 -2.54315  1.3795
C: 4.90907 -0.35848 3.31155  -0.9098
C: 1.94645 4.29107 0.49407  1.3328
H: 2.06662 3.67155 -1.99764  0.0727
H: 4.54831 -1.18207 2.69538  -0.1227
H: 6.43583 -5.10730 -2.84520  0.4603
H: 5.03654 -0.63871 4.35717  0.3124
H: 5.47489 -4.01068 0.55324  0.5803
H: -1.83061 7.56440 3.93938  0.2749
H: -2.54809 -2.19560 8.32251  0.3400
H: 0.75841 6.50527 -1.87061  0.2939
H: -5.59618 4.45565 -6.96644  0.3825
H: -1.24820 -7.50603 1.38952  0.2305
H: -1.99215 -8.85523 -0.64414  0.3060
H: 1.37265 -0.03380 -3.03997  -0.6725
H: -5.40923 2.06289 -6.15213  0.3358
H: 4.46150 4.79952 0.57334  0.3735
H: -1.01378 -0.31148 -4.78990  -0.2483
H: 6.80441 -2.00968 1.48000  0.4239
H: 5.92837 -0.16181 2.97922  0.4969
H: 0.09226 -1.78360 6.87968  0.2585
H: -0.94211 8.27107 0.73360  0.3724
H: -4.64100 7.52027 2.68831  0.4304
H: 6.29356 -2.62174 -2.33357  0.3955
H: 7.25538 -2.25137 -0.26369  0.4062
H: -4.38606 -8.44964 -1.89041  0.3681
H: -1.08037 -9.18289 1.73448  0.4436
H: -4.89024 -5.29568 -0.54553  0.4145
H: -3.61501 8.01809 -0.03101  0.2618
H: 6.46990 -4.69568 -1.03513  0.2732
H: 3.22824 -4.55187 -0.25995  0.3046
H: 0.07397 -1.41571 3.17027  0.3280
H: -1.16186 -1.45494 9.00210  0.3822
H: -0.97734 -2.37056 0.54668  0.4023
H: -1.30242 5.31673 1.53798  -0.4896
H: -2.11533 6.00844 0.29867  0.3949
H: -2.52761 -1.23216 -2.56806  -0.1597
H: 2.04265 -2.13865 -1.33176  -0.6848
H: 2.75372 5.09487 -2.67806  0.5880
H: -5.37748 -7.33023 -1.22110  0.3786
H: -3.94244 4.08575 -6.72613  0.3095
H: 1.83307 3.64926 5.09874  0.4216
H: 3.44866 2.87151 5.04062  0.3080
H: -2.86173 6.30735 5.72253  0.4715
H: 5.10743 -5.33792 -1.75456  0.2764
H: -3.90478 -2.26289 -3.20181  0.4325
H: -3.39887 -4.37496 -0.97261  -0.1335
H: -4.08283 7.09095 4.85387  0.3606
H: -1.73661 -3.65889 -3.09771  0.5613
H: 6.15246 -0.96306 0.23991  0.1238
H: -2.03962 -3.30950 -4.78589  0.7047
H: -0.12392 4.93537 -1.58874  -0.0209
H: 1.71751 -0.11707 1.86283  -0.6813
H: -0.03239 -2.46841 -6.84191  0.3081
H: 4.85416 -3.16216 -3.08346  0.2541
H: -1.38721 5.88915 3.86906  0.2171
H: 0.25861 -0.60253 -0.20776  -0.8384
H: 6.07161 5.66094 -1.15172  0.4358
H: 0.43783 5.35700 -3.14975  0.5355
H: -0.13365 7.56398 2.13287  0.2911
H: -3.61271 -5.05245 0.64120  0.1065
H: -3.73460 5.36806 4.60993  0.2968
H: 2.50768 -1.20785 2.90297  0.3867
H: 4.56214 -2.68966 1.07655  0.1210
H: 3.98696 1.08062 2.03949  -0.2986
H: 2.47513 -2.18536 0.44689  -0.5763
H: 2.33232 3.27371 0.55873  -0.5084
H: -0.29336 -0.80194 -7.29871  0.4264
H: -3.42655 8.70093 2.19400  0.2953
H: -4.32159 6.50036 0.41979  0.2613
H: -3.13260 -1.13934 -4.18585  0.4652
H: -3.02997 -6.75058 -1.84204  0.2918
H: -2.32933 -2.30366 -0.67620  0.5659
H: -1.02191 -0.29953 -1.48016  -0.6942
H: 1.94025 -2.42116 -5.63415  0.4065
H: -5.15970 -10.17814 -0.18590  0.3070
H: -0.27980 0.22729 3.32008  0.0508
H: 2.94720 -4.10335 -1.88068  0.6452
H: 1.67990 6.10961 1.72732  0.4495
H: 0.61353 -0.75191 -4.97669  0.2387
H: -5.29403 7.91789 0.55398  0.3864
H: 1.06582 1.66443 -2.61349  -0.0938
H: 0.20710 -4.00967 -5.24938  0.2942
H: 4.55256 1.78456 3.48546  0.5794
H: 2.90685 4.96246 2.32719  0.5051
H: 0.48167 -3.85060 -3.43108  0.5322
H: -6.65488 -9.28727 -0.66814  0.4111
H: 2.00968 2.22410 5.85519  0.3445
H: 0.90225 4.15925 0.21060  -0.4851
H: 2.57840 -3.71554 -4.59688  0.4150
H: -0.65266 -2.58546 -1.21085  -0.1602
H: -1.57130 -2.03484 -6.75482  0.3580
H: 0.92230 2.07145 3.78918  0.0725
H: -0.41702 -3.24960 7.75450  0.2883
H: 2.42724 0.76268 -0.50712  -0.6087
H: 4.73116 6.68335 -0.95479  0.3413
H: -2.48353 -8.32495 2.39053  0.2713
H: 4.28108 3.70688 -0.73521  -0.1442
H: -1.89125 -0.75033 7.50200  0.3103
H: 4.09592 1.30836 -0.70864  0.4775
H: 1.69031 1.28984 -4.21287  0.5867
H: 4.74325 5.57192 -2.36447  0.2969
H: -3.09696 -9.68058 0.35513  0.3920
H: 1.18842 4.70799 2.49818  0.2601
H: -5.88849 -8.91835 0.79003  0.3265
H: 3.62330 -0.38178 -0.92580  -0.2273
H: 0.56355 -0.71480 4.59067  0.3397
H: 2.09789 -2.10067 -3.90261  0.0237
H: 2.25260 2.63996 2.81210  -0.4082
H: -6.09305 2.97144 -4.91608  0.3108
H: -1.96509 -6.39736 -0.49371  0.4669
H: 0.18819 6.99192 0.48733  0.3125
H: -4.71572 4.99935 -5.49615  0.2993
H: 1.24776 -3.24003 -0.19737  0.6665

As for the SMILES: CCOC(=O)C(F)(F)F.CCOC(=O)C(F)(F)F.CCOC(=O)C(F)(F)F.CCN(CC)CC.CCN(CC)CC.CCN(CC)CC.CCN(CC)CC.CCN(CC)CC.CCN(CC)CC.CC(C)=O.

***

Entry 2:
This record from OMol25 describes a cluster of 9 separate species, C46H117N7O18 in total. The level of theory is ωB97M-V/def2-TZVPD.

Last column: Mulliken charge in e.
Element x y z (Å)
O: 1.35643 -5.81712 0.48501  -0.3972
O: 4.03950 2.88522 -2.90743  -0.5316
O: 0.00520 3.84889 0.38888  0.0240
O: -4.17580 1.74666 -4.03266  -0.4380
O: -5.26951 -2.50417 2.35048  -0.5931
O: -0.50751 -0.86881 -5.52494  -0.4027
O: -4.06052 2.68686 4.47238  -0.3864
O: -7.05875 -0.71839 0.87712  -0.6933
O: 4.16839 3.34541 1.22259  -0.3627
O: -0.68909 -0.33965 4.79213  -0.5126
O: 6.92409 -4.35180 0.50712  -0.3182
O: -7.40022 3.35727 -1.30986  -0.5018
O: -4.11151 -3.37951 -2.41502  0.0783
O: -8.16545 2.92381 2.22338  -0.5672
O: 4.95552 -0.88546 -6.39409  -0.3532
O: 2.49055 -1.16965 1.09491  0.4859
O: 8.78090 -0.53261 1.72623  -0.2697
O: -3.51192 1.65841 0.66685  0.7887
N: -3.60198 0.02575 5.55472  -0.3345
N: 6.56153 -2.11626 2.26522  -0.4278
N: 3.88153 0.02893 -3.72977  0.1633
N: 0.07957 0.98098 0.70647  2.5630
N: 1.58128 5.26887 3.00567  -0.3526
N: -1.99657 -6.00040 -1.04994  -0.3706
N: -1.99155 0.04483 -3.17873  -0.0041
C: 2.05673 -0.69304 2.34938  -0.7220
C: -2.27604 -4.67668 -1.62007  0.0441
C: -1.29165 0.81027 0.30682  -1.1517
C: 5.67958 -4.03705 1.07461  -0.8257
C: 7.94516 -0.17346 2.79848  -0.8962
C: -4.93689 -1.91673 1.08211  -0.0387
C: 0.13636 -5.17599 0.10386  0.0391
C: -2.87489 -1.22163 5.51710  -1.1669
C: -4.57908 4.00031 4.45086  -0.7628
C: 1.01831 0.34214 -0.21613  1.0247
C: 0.61013 -0.63276 -6.35814  -0.7941
C: 3.33468 1.84960 -2.21623  -0.1876
C: 10.15171 -0.32463 1.95127  -0.8382
C: -4.23917 0.33827 4.28120  0.5067
C: 1.48439 -1.06719 0.08979  -1.3108
C: -0.17907 -1.24164 -4.20807  -0.1993
C: -0.73872 0.70215 3.84338  0.5181
C: 3.27369 4.04777 -3.02670  -0.4772
C: -0.58284 -6.21761 -0.68905  -0.7800
C: -5.00114 1.65760 4.34215  -0.2740
C: -1.46914 -1.29199 -3.40162  -0.2546
C: -0.69868 4.15934 -0.80894  -1.0789
C: -5.63511 -0.57885 0.89433  1.6702
C: 4.10825 0.55118 -2.37999  -0.6833
C: -3.87757 1.43832 -2.68782  -0.1906
C: -4.14951 2.87882 0.92533  0.3326
C: 3.46655 3.76847 2.35650  0.4059
C: 4.60406 2.00884 1.36109  -1.3127
C: 5.58310 -2.54169 1.24615  0.2959
C: 2.70270 5.05087 2.10896  -0.7532
C: -7.79179 3.81022 -0.03106  -0.7192
C: 0.38838 4.50069 2.66003  0.0900
C: -3.78329 -4.64708 -1.87057  -0.8351
C: 4.78953 -1.07714 -4.01108  -0.7634
C: -1.65902 -1.33176 4.58257  -0.0851
C: 2.16090 -5.05443 1.35107  -0.3289
C: -5.37135 -3.32447 -3.04288  -0.9263
C: -2.26127 1.46319 1.28040  0.8658
C: 4.36560 -1.25467 -7.62015  -0.6483
C: -4.53913 3.09164 -4.24118  -0.4783
C: 4.44662 -1.71487 -5.33894  -0.3592
C: 6.52852 -0.66150 2.49105  0.0426
C: -7.88547 2.59102 0.87269  0.7138
C: -0.21911 4.90974 1.31962  -1.1475
C: 7.31040 -5.69533 0.64972  -0.8145
C: -3.36943 0.00500 -2.62342  -0.3349
H: 1.77157 5.26688 3.99298  0.3011
H: 4.07335 3.86729 3.26801  0.3146
H: 0.62153 -1.68134 0.39157  0.2388
H: -5.47096 3.33809 -3.71818  0.0649
H: -1.67536 1.27135 3.87682  -0.0035
H: 10.60494 -0.86385 2.78754  0.3213
H: -1.72005 -4.53667 -2.55440  0.2514
H: -5.05150 2.99978 0.32646  -0.4104
H: 4.09506 0.80887 -4.34448  0.2375
H: 1.66178 -4.72235 2.26887  0.3139
H: 3.73963 -0.09106 -1.57878  0.1190
H: -3.71375 3.70993 -3.86885  0.2451
H: -3.14345 2.14164 -2.27073  -0.2044
H: 2.28734 1.81555 -2.52432  0.4820
H: 3.38554 2.14074 -1.16144  -0.0262
H: -5.28391 -2.60478 0.30716  0.1471
H: 2.62137 -4.18269 0.87183  -0.0348
H: -4.63169 4.40059 3.43582  0.2393
H: -1.50771 -0.26709 0.34290  0.1534
H: -0.64151 3.34629 -1.53086  0.1830
H: 0.02542 1.44517 4.07495  0.2759
H: 0.32761 -4.23529 -0.42381  0.0226
H: -5.62757 -2.28650 -3.24554  0.2408
H: 5.14654 0.86936 -2.21631  0.3606
H: 7.93987 0.91549 2.92439  0.5022
H: 3.73391 1.34475 1.44272  0.4928
H: 3.37298 5.89885 2.29798  0.4139
H: -3.98373 -0.71216 -3.16690  0.3532
H: -2.12862 -6.65317 -1.81646  0.2690
H: -3.34196 -0.17777 -1.54523  -0.1159
H: -0.00269 -6.46796 -1.59360  0.3281
H: 2.97129 4.40232 -2.02923  0.0149
H: 2.47164 5.21299 1.05533  0.0357
H: 2.70789 -1.10825 3.11584  0.4636
H: -6.88524 2.13853 0.83200  -0.5889
H: -3.86044 -1.78813 1.18079  -0.0804
H: -0.37664 4.66360 3.42383  0.3980
H: 3.36346 -1.82194 -5.45895  0.0460
H: -1.92219 -1.43907 3.52058  -0.0983
H: 2.36071 3.95327 -3.62511  0.2837
H: -1.88131 2.37668 1.75471  0.2289
H: 5.53937 -4.45618 2.07847  0.3098
H: -1.30634 5.03003 1.42377  0.4473
H: 1.29377 0.10895 -5.93959  0.2977
H: 1.13759 -1.58669 -6.48671  0.2818
H: 0.08185 5.91317 1.00061  0.5349
H: -4.51505 2.96605 1.96065  -0.5625
H: 2.73714 2.98837 2.63946  -0.2619
H: -8.58606 1.85427 0.46769  0.3687
H: 4.91537 -0.74964 -8.41509  0.2953
H: -5.28612 -0.15150 -0.05129  -0.0938
H: 7.64184 -5.88537 1.67671  0.3197
H: -0.58915 0.31757 2.83342  -0.4390
H: -1.74560 4.42572 -0.64267  0.2745
H: -5.75347 1.62635 5.14107  0.6244
H: 1.97910 -1.56041 -0.74779  0.3550
H: 8.21335 -0.56916 3.78454  0.3770
H: -0.22205 5.03130 -1.26967  0.4367
H: 1.84232 0.37652 2.40108  -0.3293
H: -2.01772 -3.91747 -0.87982  -0.0048
H: 4.34109 -2.32195 -7.85898  0.3053
H: -6.22972 -2.52363 2.44017  0.3642
H: 5.82914 -0.72506 -4.04382  0.3901
H: -3.42530 3.67853 0.72754  -0.0975
H: 5.89112 -0.47945 3.35614  0.3956
H: 0.69835 0.41286 -1.26542  0.1627
H: 3.87775 4.85614 -3.43807  0.3323
H: 0.57608 3.42159 2.71117  -0.3950
H: -1.21693 -2.31603 4.78131  0.5258
H: -2.99487 0.81297 5.76323  0.4167
H: 2.95640 -5.75132 1.62507  0.3091
H: 10.58803 -0.51774 0.97119  0.2456
H: 5.85292 -1.97889 0.34115  0.2975
H: 4.57321 -2.28016 1.56703  -0.2920
H: -1.25151 -1.74736 -2.42994  0.0026
H: 8.09761 -5.90689 -0.06989  0.2528
H: -2.39809 0.78414 2.13180  -1.2321
H: 3.33507 -0.88389 -7.66225  0.1666
H: -3.53878 0.52375 3.45228  -0.4856
H: -7.25310 4.11049 -1.88672  0.2793
H: -7.08067 4.51717 0.41175  0.2986
H: -2.18003 -1.98194 -3.87346  0.3127
H: 1.06931 -1.12669 2.57782  0.2878
H: -8.77319 4.29666 -0.08870  0.4086
H: 6.48984 -6.39781 0.45711  0.3080
H: 6.18946 -0.16878 1.57333  -0.1937
H: -6.13555 -3.72599 -2.36669  0.3682
H: -4.92284 -0.48222 4.05602  0.4330
H: -5.54238 4.05081 4.96398  0.3425
H: 5.14548 1.68112 0.47796  0.3543
H: -5.55224 1.74662 3.39317  -0.2060
H: -4.43290 -4.86347 -1.02098  0.3013
H: -8.34501 2.06832 2.63157  0.3256
H: 4.87981 -2.71504 -5.45397  0.4166
H: -5.36843 -3.89115 -3.97857  0.2881
H: -3.51861 -2.09532 5.38719  0.4489
H: -3.95468 -5.41000 -2.64488  0.3905
H: 4.83577 -4.36086 0.45486  0.4127
H: -0.40150 -4.95061 1.03610  0.2846
H: 10.39277 0.73038 2.16175  0.3200
H: 0.36261 1.95479 0.75922  -0.9947
H: -5.36011 0.16326 1.64750  -1.0830
H: -4.71366 1.61324 -1.99478  0.5545
H: 7.46935 -2.28970 1.84050  0.3708
H: -1.49873 1.06820 -0.74446  -0.0552
H: -2.14184 0.55930 -4.04297  0.3913
H: 1.92587 0.95308 -0.15779  -1.1131
H: -0.53788 -7.17436 -0.16180  0.3416
H: 0.34910 -2.20341 -4.15924  0.4608
H: -3.87815 4.60628 5.02695  0.2411
H: -4.71787 3.28110 -5.29706  0.2946
H: -2.46054 -1.42372 6.51052  0.3801
H: 0.49629 -0.47625 -3.80192  -0.1338
H: 5.18972 1.88618 2.27500  0.6074
H: 4.71631 -1.85281 -3.24588  0.3821
H: -7.31989 -0.38015 0.01753  0.4456
H: 0.20317 -0.36549 -7.32966  0.3565

As for the SMILES: COCCNCCOC.COCCNCCOC.COCCNCCOC.COCCNCCOC.COCCNCCOC.COCCNCCOC.COCCNCCOC.OCCO.OCCO.

***

Values of gap between HOMO and LUMO, in order: 8.5 8.8, all in eV.
Values of relative energy (zero: lowest compared OMol25 entry of this formula, charge and spin), in order: 4.679 1.529, all in eV.